Record 1
84
Properties=species:S:1:pos:R:3:forces:R:3:lowdin_charge:R:1 method="wB97M-V/def2-TZVPD" e_lumo_ev=-3.34 e_above_lowest_kj_mol=1575.5 total_charge=+1
N -1.791 -2.795 -0.237 0.6 0.9 0.6 -0.044
C -1.288 -1.832 0.855 0.5 0.1 -0.6 -0.275
C -0.156 -2.603 1.814 -1.3 -0.6 0.4 -0.178
C 0.030 -1.865 3.283 0.1 -0.5 0.2 -0.203
C 1.371 -0.915 3.387 0.3 0.4 0.4 -0.170
C 0.917 0.465 4.205 -1.3 -1.1 -1.4 -0.154
N 1.798 1.654 3.840 5.5 5.3 -2.0 -0.080
C 3.113 1.709 3.087 -0.9 2.2 0.5 0.094
N 3.655 3.140 2.893 -4.1 -1.6 2.7 -0.096
C 4.905 3.609 2.168 1.4 0.8 -0.9 -0.156
C 5.199 2.780 0.755 -0.9 -0.6 0.3 -0.159
C 3.819 2.528 -0.137 -2.6 -1.5 -1.3 -0.163
C 2.917 3.706 -0.834 -0.9 -4.9 0.0 -0.025
C 1.566 3.212 -1.664 1.8 -2.1 1.5 -0.061
C 1.086 1.626 -1.787 3.4 0.6 2.2 -0.047
C 1.983 0.449 -1.065 1.6 4.5 0.5 -0.048
C 3.348 0.928 -0.257 -2.5 2.1 -1.7 -0.055
C 2.723 4.131 3.571 -2.8 -6.4 0.7 0.061
C 1.559 3.123 4.154 1.6 0.0 -1.8 -0.438
S 0.004 3.471 5.141 1.1 0.2 -0.5 0.708
H -0.996 -3.006 -0.882 -1.0 0.4 0.7 0.065
H -2.556 -2.350 -0.790 1.1 -0.3 0.7 0.037
H -0.848 -0.906 0.289 -0.6 -1.3 1.5 0.088
H -2.205 -1.454 1.491 1.9 -0.9 -1.2 0.119
H -0.642 -3.664 2.051 1.2 2.2 -0.6 0.112
H 0.861 -2.794 1.247 -2.0 0.5 1.2 0.112
H 0.106 -2.652 4.177 -0.3 1.6 -2.3 0.104
H -0.986 -1.276 3.472 2.3 -0.9 -0.3 0.111
H 1.848 -0.658 2.324 -1.4 -0.3 2.2 0.101
H 2.251 -1.460 3.981 -2.1 1.1 -1.2 0.130
H 0.796 0.301 5.357 0.7 0.6 -2.2 0.151
H -0.166 0.726 3.780 2.5 -0.4 0.9 0.124
H 3.688 0.777 2.624 -1.6 2.4 1.2 0.153
H 4.750 4.770 1.941 0.1 -2.7 0.5 0.144
H 5.877 3.536 2.855 -2.3 0.0 -1.3 0.148
H 5.649 1.734 1.107 -1.1 2.2 -1.1 0.116
H 6.023 3.320 0.115 -1.7 -0.9 1.5 0.127
H 3.248 4.831 -0.712 -0.9 -2.6 -0.5 0.094
H 0.930 4.069 -2.188 1.4 -2.2 1.2 0.092
H 0.123 1.281 -2.379 2.3 1.1 1.3 0.094
H 1.718 -0.711 -1.089 0.5 2.9 -0.1 0.098
H 3.973 0.046 0.246 -1.3 2.3 -1.2 0.089
H 2.773 5.295 3.693 0.2 -2.7 -0.5 0.146
H -1.141 2.951 4.514 1.6 0.2 -0.3 -0.103
C 2.412 2.668 -5.534 -0.2 0.1 0.5 -0.019
C 1.850 1.287 -5.739 -0.8 -0.7 1.1 -0.484
O 1.203 0.723 -4.858 0.7 0.7 -1.0 0.033
C 2.111 0.621 -7.064 -0.2 -0.4 0.1 -0.024
H 2.145 3.024 -4.533 0.1 -0.1 -0.2 0.058
H 3.501 2.643 -5.618 -0.1 0.1 -0.2 0.090
H 1.989 3.354 -6.273 0.2 0.0 -0.1 0.090
H 3.187 0.505 -7.216 -0.1 0.2 -0.1 0.088
H 1.675 1.216 -7.871 0.2 0.0 0.0 0.089
H 1.647 -0.371 -7.070 0.1 0.2 0.0 0.085
C -2.843 2.354 0.185 0.1 -0.4 0.4 -0.023
C -2.989 1.535 -1.069 0.0 -1.4 -0.2 -0.481
O -2.915 0.307 -1.043 0.0 1.4 0.1 0.032
C -3.230 2.275 -2.358 0.0 -0.5 -0.3 -0.012
H -2.673 1.687 1.037 0.0 0.1 -0.2 0.074
H -1.986 3.026 0.092 -0.2 0.1 0.0 0.080
H -3.757 2.925 0.365 0.2 0.1 -0.1 0.089
H -2.391 2.944 -2.564 -0.1 0.2 0.1 0.081
H -4.162 2.843 -2.291 0.2 0.1 0.0 0.094
H -3.316 1.556 -3.179 -0.1 0.1 0.2 0.070
C -1.895 -6.766 4.474 0.5 0.0 -0.2 -0.021
C -1.783 -5.334 4.924 1.2 0.7 -0.2 -0.480
O -0.756 -4.684 4.735 -1.2 -0.7 0.2 0.023
C -2.976 -4.728 5.614 0.2 0.5 0.1 -0.022
H -0.959 -7.069 3.993 -0.2 0.1 0.1 0.087
H -2.070 -7.413 5.337 -0.2 0.0 -0.1 0.089
H -2.709 -6.866 3.752 -0.1 -0.1 0.2 0.090
H -3.199 -5.284 6.527 -0.2 0.0 -0.2 0.089
H -3.838 -4.737 4.942 0.0 -0.2 0.2 0.089
H -2.751 -3.690 5.882 0.0 -0.2 -0.1 0.082
C -3.575 -2.139 -3.595 0.0 0.4 0.4 -0.027
C -4.207 -1.393 -4.740 -0.4 1.5 0.2 -0.483
O -4.551 -0.218 -4.624 0.5 -1.4 -0.1 0.046
C -4.401 -2.141 -6.032 -0.2 0.4 -0.3 -0.026
H -3.497 -1.475 -2.728 0.0 -0.1 -0.2 0.051
H -4.194 -2.998 -3.324 0.2 -0.1 -0.1 0.092
H -2.570 -2.467 -3.875 -0.1 -0.2 0.0 0.090
H -5.057 -3.000 -5.869 0.2 -0.1 0.0 0.087
H -3.434 -2.469 -6.420 -0.1 -0.2 0.1 0.086
H -4.868 -1.478 -6.768 0.1 -0.1 0.2 0.085

=====

Record 2
90
Properties=species:S:1:pos:R:3:forces:R:3:lowdin_charge:R:1 method="wB97M-V/def2-TZVPD" e_lumo_ev=2.23 total_charge=-1
C 0.049 -2.145 2.424 -0.1 -0.2 -0.1 -0.283
P 0.326 -1.810 0.541 -0.2 0.1 0.9 0.466
C 2.232 -2.037 0.741 -0.1 -0.4 -0.4 -0.347
C 3.058 -1.825 -0.523 0.5 -0.2 0.2 -0.268
C 3.952 -0.584 -0.538 -0.4 0.2 -0.2 -0.255
N 3.200 0.609 -0.160 0.3 0.1 0.1 -0.046
C 3.436 1.160 1.171 0.0 0.1 -0.2 -0.168
C 2.167 1.704 1.774 -0.1 0.1 0.2 -0.157
C 1.622 1.162 2.934 0.1 0.2 0.1 -0.049
C 0.447 1.665 3.481 0.0 0.1 -0.1 -0.097
C -0.210 2.722 2.863 0.2 -0.1 0.0 -0.099
C 0.306 3.256 1.689 0.1 0.0 0.0 -0.028
C 1.479 2.743 1.153 0.0 -0.2 -0.2 -0.278
O 1.985 3.249 -0.038 0.0 0.2 0.2 0.008
C -1.563 -1.510 0.246 0.1 0.0 -0.2 -0.373
C -1.976 -0.142 -0.317 -0.4 -0.3 0.5 -0.291
C -1.898 -0.038 -1.834 0.2 0.0 0.3 -0.238
S -0.516 0.910 -2.455 0.0 0.3 0.0 0.590
O -1.001 2.053 -3.189 -0.1 -0.2 -0.1 -0.319
O 0.481 1.128 -1.458 -0.1 0.2 0.0 -0.278
O 0.088 -0.054 -3.571 0.0 -0.2 0.0 -0.183
H 0.956 -2.495 2.921 0.0 0.2 0.1 -0.017
H -0.366 -1.275 2.944 0.2 0.1 0.0 0.009
H -0.695 -2.948 2.517 0.0 0.0 -0.1 0.000
H 0.122 -3.298 0.311 0.0 0.0 -0.1 -0.023
H 0.457 -1.671 -0.960 0.1 0.2 -0.4 -0.031
H 0.485 -0.375 0.759 0.0 -0.1 -0.1 0.006
H 2.388 -3.057 1.103 -0.1 0.0 0.1 0.029
H 2.529 -1.371 1.553 0.0 0.1 0.0 0.040
H 2.404 -1.765 -1.402 -0.1 0.0 0.0 0.059
H 3.716 -2.694 -0.685 0.0 0.0 -0.1 0.082
H 4.296 -0.443 -1.568 0.2 0.0 0.0 0.092
H 4.853 -0.711 0.074 0.0 -0.1 0.1 0.092
H 3.306 1.354 -0.829 -0.1 -0.1 -0.1 0.093
H 3.830 0.391 1.834 0.0 -0.1 0.0 0.104
H 4.186 1.963 1.128 0.0 0.0 0.1 0.119
H 2.125 0.323 3.405 0.0 0.0 0.0 0.086
H 0.041 1.221 4.381 0.0 0.0 0.0 0.095
H -1.112 3.140 3.288 -0.1 -0.1 0.0 0.057
H -0.186 4.077 1.178 0.0 0.0 0.0 0.108
H 1.362 3.002 -0.734 0.0 -0.2 0.0 0.075
H -1.855 -2.297 -0.464 -0.1 0.0 0.1 0.049
H -2.140 -1.656 1.164 0.1 -0.1 0.1 0.054
H -3.035 -0.016 -0.072 0.0 0.3 0.0 0.084
H -1.452 0.686 0.168 0.1 -0.1 0.0 0.096
H -2.775 0.470 -2.226 0.0 0.0 -0.2 0.058
H -1.811 -1.052 -2.221 0.0 0.1 -0.3 0.093
H 0.447 -0.825 -3.090 0.1 0.0 0.1 0.067
C -5.195 2.338 -3.740 0.0 -0.1 -0.1 -0.062
C -4.915 2.130 -2.328 0.0 0.1 0.0 -0.279
N -4.731 1.967 -1.207 -0.1 -0.1 0.1 0.164
H -4.946 3.351 -4.042 0.0 0.1 0.0 0.080
H -4.619 1.636 -4.341 0.0 0.0 0.0 0.080
H -6.257 2.171 -3.922 0.0 0.1 -0.1 0.057
C -8.261 0.400 -2.097 0.0 0.0 0.0 -0.068
C -8.770 1.467 -2.951 0.2 -0.2 0.2 -0.297
N -9.149 2.316 -3.619 -0.1 0.2 -0.2 0.128
H -8.914 -0.468 -2.159 0.0 0.0 0.0 0.080
H -7.258 0.117 -2.413 0.0 0.0 0.0 0.073
H -8.214 0.744 -1.066 0.0 0.0 0.0 0.088
C 0.123 -6.406 2.368 -0.1 -0.1 0.0 -0.073
C 1.304 -5.622 2.693 -0.1 0.4 -0.1 -0.275
N 2.177 -4.912 2.914 0.3 -0.3 0.2 0.157
H 0.395 -7.245 1.730 0.0 0.0 0.0 0.075
H -0.338 -6.782 3.280 0.0 0.0 0.0 0.076
H -0.584 -5.768 1.839 0.0 0.0 0.0 0.076
C 6.286 -3.164 -2.870 -0.1 0.0 -0.1 -0.073
C 6.788 -2.060 -2.065 -0.1 -0.3 0.0 -0.292
N 7.166 -1.212 -1.396 0.3 0.3 0.1 0.142
H 7.090 -3.583 -3.473 0.0 0.0 0.0 0.074
H 5.882 -3.936 -2.218 0.0 0.0 0.0 0.081
H 5.492 -2.810 -3.524 0.0 0.0 0.0 0.083
C -2.440 6.541 4.132 0.0 0.1 0.0 -0.072
C -2.947 5.330 3.502 0.2 0.2 0.1 -0.283
N -3.309 4.360 3.012 -0.3 -0.2 -0.1 0.148
H -2.819 7.418 3.611 0.0 0.0 0.0 0.078
H -2.759 6.578 5.172 0.0 0.0 0.0 0.078
H -1.353 6.544 4.092 0.0 0.0 0.0 0.083
C 5.336 -3.703 4.892 0.0 -0.1 0.0 -0.078
C 4.398 -2.610 4.691 0.1 -0.1 0.0 -0.284
N 3.652 -1.760 4.518 -0.1 0.3 0.0 0.158
H 6.279 -3.478 4.398 0.0 0.0 0.0 0.078
H 5.515 -3.851 5.956 0.0 0.0 0.0 0.075
H 4.917 -4.614 4.466 0.0 0.0 0.0 0.069
C -2.046 2.773 -6.015 0.0 0.0 0.1 -0.070
C -3.282 3.295 -6.581 0.2 -0.1 0.1 -0.302
N -4.255 3.703 -7.027 -0.3 0.1 -0.1 0.119
H -1.199 3.318 -6.428 0.0 0.0 0.0 0.087
H -2.035 2.877 -4.929 0.0 0.0 -0.1 0.049
H -1.943 1.718 -6.263 0.0 0.0 0.0 0.089